1.
The following is a DFT calculation (wB97M-V/def2-TZVPD) of the molecule C7H9F in a non-equilibrium geometry.

Last column: Löwdin charge in e.
Cartesian coordinates (Å):
C -1.090 0.253 -1.083  -0.021
C 0.221 -0.034 -0.229  -0.549
C -0.034 0.807 1.139  -0.020
C 0.533 -1.419 0.213  -0.066
C 1.816 -1.739 0.075  0.001
C 2.396 -0.596 -0.635  -0.215
F 3.748 -0.519 -0.885  0.027
C 1.442 0.409 -0.813  -0.022
H -1.857 -0.120 -0.407  0.074
H -1.118 -0.214 -2.075  0.081
H -1.221 1.342 -1.250  0.083
H -0.180 1.777 0.691  0.069
H 0.921 0.779 1.771  0.107
H -0.615 0.328 1.929  0.076
H -0.223 -1.965 0.745  0.117
H 2.321 -2.647 0.318  0.106
H 1.568 1.405 -1.367  0.153

The calculation puts the HOMO energy at -8.47 eV. As for the spin multiplicity: 1. The calculation puts the total energy at -10120.3346 eV. The energy above the lowest of the compared OMol25 structures with the same formula, charge and spin is 25.3 kcal/mol. The SMILES is CC1(C)C=CC(F)=C1. Its total charge is 0.



2.
The following is a DFT calculation (wB97M-V/def2-TZVPD) of a structure of composition C7H9F in a non-equilibrium geometry.

Last column: Löwdin charge in e.
Cartesian coordinates (Å):
C -2.362 0.055 -0.351  -0.009
C -0.926 -0.621 -0.425  -0.322
C 0.320 0.213 -0.128  -0.421
C -0.037 1.099 1.053  -0.058
C 0.216 1.714 -0.407  -0.012
C 1.683 -0.294 -0.208  -0.067
C 2.889 -0.483 -0.246  0.101
H -3.187 -0.618 -0.513  0.052
H -2.146 0.199 0.982  0.162
H -2.281 1.156 -0.922  0.134
H -0.943 -1.088 -1.464  0.152
H 0.659 1.447 1.901  0.145
H -0.983 1.029 1.328  -0.014
H -0.789 1.890 -0.738  0.043
H 1.064 2.342 -0.651  0.111
H 3.708 -1.193 -0.002  0.049
F -0.645 -1.696 0.483  -0.046

The calculation puts the HOMO energy at -9.61 eV. As for the spin multiplicity: 1. The calculation puts the total energy at -10116.4926 eV. The energy above the lowest of the compared OMol25 structures with the same formula, charge and spin is 113.9 kcal/mol. Its total charge is 0.



3.
The following is a DFT calculation (wB97M-V/def2-TZVPD) of the molecule C7H9F3N2 in a non-equilibrium geometry.

Last column: Löwdin charge in e.
Cartesian coordinates (Å):
N -0.135 2.330 -0.264  0.030
C -0.591 1.583 0.815  -0.243
C -0.954 0.060 0.630  -0.119
C 0.322 -0.502 0.190  -0.322
C 0.809 -0.680 -1.095  -0.054
C 2.087 -1.294 -0.974  -0.090
C 2.322 -1.466 0.368  -0.117
N 1.216 -1.037 1.054  0.088
C -2.193 -0.381 -0.326  -0.520
F -3.351 0.137 0.247  0.079
F -2.180 0.167 -1.581  0.111
F -2.266 -1.691 -0.420  0.173
H 0.540 1.894 -0.812  0.050
H -0.770 2.670 -0.885  0.043
H 0.349 1.614 1.418  0.129
H -1.548 2.069 1.175  0.140
H -1.211 -0.484 1.641  0.184
H 0.390 -0.711 -2.079  0.105
H 2.789 -1.504 -1.829  0.117
H 3.172 -1.934 0.720  0.082
H 1.202 -0.841 2.008  0.135

The calculation puts the HOMO energy at -8.36 eV. As for the spin multiplicity: 1. The calculation puts the total energy at -18536.7378 eV. The energy above the lowest of the compared OMol25 structures with the same formula, charge and spin is 0.0 kcal/mol. The SMILES is NC[C@H](c1ccc[nH]1)C(F)(F)F. Its total charge is 0.



4.
The following is a DFT calculation (wB97M-V/def2-TZVPD) of a cluster of 2 separate species, C7H9FN2O2 in total in a non-equilibrium geometry.

Last column: Löwdin charge in e.
Cartesian coordinates (Å):
C 0.550 -3.743 -1.703  -0.032
C 1.367 -2.598 -2.223  -0.227
F 0.632 -1.451 -2.406  0.036
N 2.814 -2.211 -1.382  -0.302
O 3.263 -1.172 -1.871  0.036
O 3.477 -2.924 -0.617  0.047
H -0.428 -3.716 -2.209  0.094
H 1.004 -4.650 -2.127  0.086
H 0.448 -3.882 -0.607  0.101
H 1.943 -2.875 -3.155  0.160
C -1.989 3.542 2.140  -0.096
C -2.523 2.249 2.126  -0.082
C -1.729 1.211 1.641  -0.132
N -0.416 1.448 1.348  0.039
C -0.025 2.682 1.071  -0.166
C -0.765 3.791 1.538  -0.082
H -2.526 4.359 2.590  0.097
H -3.525 2.043 2.476  0.095
H -2.144 0.220 1.492  0.099
H 0.905 2.859 0.470  0.117
H -0.333 4.817 1.406  0.113

The calculation puts the HOMO energy at -9.39 eV. As for the spin multiplicity: 1. The calculation puts the total energy at -17193.1274 eV. The energy above the lowest of the compared OMol25 structures with the same formula, charge and spin is 65.9 kcal/mol. The SMILES is C[C@@H](F)[N+](=O)[O-].c1ccncc1. Its total charge is 0.



5.
The following is a DFT calculation (wB97M-V/def2-TZVPD) of a structure of composition C7H9I2NO3S in a non-equilibrium geometry.

Last column: Löwdin charge in e.
Cartesian coordinates (Å):
C -1.933 0.175 1.297  -0.648
C -2.469 0.288 0.000  -0.629
C 0.350 1.014 1.651  -0.055
C -0.979 0.704 -0.441  -0.190
C 0.684 -2.066 -1.245  -0.723
C 1.571 1.432 1.117  -0.017
C 2.079 -1.531 -0.935  -0.262
N -0.651 0.631 0.930  -0.045
O -2.442 0.174 2.384  0.128
O 0.541 0.059 -2.803  -0.328
O -1.565 -1.119 -2.282  -0.407
S -0.224 -0.680 -1.841  0.552
I -4.176 1.615 -0.076  0.882
I -0.475 -2.559 0.552  0.947
H -2.771 -0.655 -0.526  0.077
H 0.295 0.606 2.648  0.161
H -0.832 1.631 -0.782  0.087
H 1.317 1.734 0.131  0.089
H 2.343 0.642 1.095  0.120
H 2.017 2.254 1.691  0.116
H 2.019 -0.668 -0.411  -0.031
H 2.678 -1.560 -1.924  0.122
H 2.623 -2.122 -0.230  0.053

The calculation puts the HOMO energy (spin up / spin down) at -8.02 / -8.02 eV. As for the spin multiplicity: 1. The calculation puts the total energy at -42067.8271 eV. The energy above the lowest of the compared OMol25 structures with the same formula, charge and spin is 79.5 kcal/mol. Its total charge is 0.



6.
The following is a DFT calculation (wB97M-V/def2-TZVPD) of a structure of composition C7H9IrN5O2S2 in a non-equilibrium geometry.

Last column: Löwdin charge in e.
Cartesian coordinates (Å):
Ir 0.445 0.723 -0.577  0.919
N 2.370 0.880 -0.914  -0.230
N 2.783 2.269 -1.068  0.016
C 1.856 3.247 -0.849  -0.720
O 2.121 4.454 -1.004  -0.006
O 0.669 2.771 -0.519  -0.286
H 2.869 0.490 -0.111  0.072
H 2.784 0.339 -1.715  0.106
H 3.778 2.465 -1.070  0.139
C -3.642 -1.053 -0.712  -0.184
C -2.175 -0.799 -0.846  -0.753
S -1.834 0.888 -0.999  0.590
C -1.194 -1.845 -0.926  -0.770
C -1.629 -3.281 -0.857  -0.150
S 0.502 -1.580 -1.063  0.520
H -4.131 -0.055 -0.780  0.045
H -3.977 -1.534 0.232  0.089
H -4.091 -1.633 -1.541  0.080
H -2.702 -3.420 -0.930  0.054
H -1.258 -3.758 0.076  0.087
H -1.124 -3.822 -1.700  0.078
N 2.781 0.814 5.215  0.052
C 1.772 0.738 4.620  -0.449
N 0.666 0.743 3.874  0.040
C 1.040 0.893 2.639  -0.373
N 1.322 1.063 1.522  0.034

The calculation puts the HOMO energy (spin up / spin down) at -2.17 / -5.41 eV. As for the spin multiplicity: 5. Its expectation value of S² is 6.016. The calculation puts the total energy at -43457.7432 eV. The energy above the lowest of the compared OMol25 structures with the same formula, charge and spin is 0.0 kcal/mol. Its total charge is -1.



Q: The highest energy above the lowest of the compared OMol25 structures with the same formula, charge and spin belongs to which entry?
A: number 2